A molecular structure, C33H40CoN4O3P2, computed with ωB97M-V/def2-TZVPD.

Computed properties:
charge: +1
HOMO (spin up / spin down): -0.3947 / -0.3947 hartree
LUMO level (spin up / spin down): -0.146 / -0.146 Eh
ΔE to the lowest compared entry with this formula, charge and spin: 0.00 kJ/mol

```
83
C33H40CoN4O3P2 | the OMol25 dataset | ωB97M-V/def2-TZVPD
Co 0.495 0.239 1.194
C 4.812 0.106 -0.597
O 5.094 0.704 0.662
C 4.607 0.070 1.767
C 5.518 -0.285 2.728
C 5.140 -0.900 3.933
C 3.823 -1.150 4.162
C 2.846 -0.768 3.209
C 1.493 -0.970 3.572
N 0.475 -0.608 2.855
N -0.784 -0.841 3.416
C -1.671 -0.285 2.654
O -1.362 0.329 1.534
C -3.112 -0.359 2.992
C -3.536 -0.919 4.195
C -4.889 -0.989 4.482
C -5.823 -0.506 3.573
C -5.403 0.050 2.374
C -4.049 0.126 2.083
C 3.215 -0.138 1.990
O 2.346 0.295 1.101
H 3.745 0.070 -0.778
H 5.228 -0.905 -0.639
H 5.301 0.725 -1.344
H 6.560 -0.076 2.518
H 5.891 -1.171 4.662
H 3.499 -1.624 5.081
H 1.267 -1.412 4.539
H -2.800 -1.292 4.894
H -5.218 -1.419 5.419
H -6.879 -0.565 3.801
H -6.130 0.427 1.666
H -3.712 0.559 1.150
C -1.286 3.065 0.396
P -0.090 1.900 -0.306
C -1.115 0.985 -1.535
N -1.833 1.656 -2.394
C -2.605 0.927 -3.245
C -3.406 1.615 -4.200
C -4.191 0.899 -5.041
C -4.223 -0.529 -4.982
C -3.468 -1.207 -4.084
C -2.635 -0.477 -3.188
N -1.889 -1.161 -2.279
C -1.149 -0.446 -1.479
P -0.150 -1.352 -0.219
C -1.315 -2.526 0.496
C 1.099 -2.364 -1.112
C 0.432 -3.558 -1.803
C 2.102 -2.851 -0.055
C 1.800 -1.487 -2.145
C 1.122 2.953 -1.209
C 1.915 2.082 -2.178
C 2.070 3.510 -0.135
C 0.441 4.096 -1.966
H -1.828 3.524 -0.431
H -0.767 3.835 0.966
H -1.974 2.536 1.048
H -3.372 2.695 -4.229
H -4.804 1.414 -5.770
H -4.863 -1.074 -5.665
H -3.478 -2.288 -4.025
H -1.842 -2.999 -0.333
H -2.030 -2.022 1.137
H -0.782 -3.278 1.077
H 0.094 -4.307 -1.087
H 1.181 -4.028 -2.444
H -0.411 -3.263 -2.426
H 1.616 -3.403 0.753
H 2.655 -2.020 0.383
H 2.817 -3.528 -0.527
H 1.150 -1.266 -2.994
H 2.682 -2.011 -2.521
H 2.131 -0.549 -1.712
H 2.347 1.228 -1.665
H 2.739 2.666 -2.596
H 1.299 1.725 -3.007
H 2.651 2.715 0.338
H 1.538 4.060 0.644
H 2.767 4.207 -0.606
H -0.369 3.752 -2.608
H 1.193 4.579 -2.595
H 0.049 4.853 -1.285
```


A molecular structure, C33H40F5NO2P2Tl, computed with ωB97M-V/def2-TZVPD.

Computed properties:
charge: +1
HOMO (spin up / spin down): -0.3721 / -0.3828 hartree
LUMO level (spin up / spin down): -0.196 / -0.181 Eh
ΔE to the lowest compared entry with this formula, charge and spin: 10.73 kJ/mol

```
84
C33H40F5NO2P2Tl | the OMol25 dataset | ωB97M-V/def2-TZVPD
Tl 0.731 1.848 -0.654
C -3.078 -2.224 -1.563
C -1.589 -1.901 -1.441
C -0.741 -2.870 -2.257
P -1.188 -0.125 -1.843
C -1.228 0.305 -3.655
C 0.189 0.295 -4.233
C -2.177 -0.536 -4.507
C -2.533 0.831 -1.122
C -3.631 1.348 -1.803
C -4.650 1.997 -1.126
C -5.876 2.482 -1.841
C -4.499 2.215 0.253
C -3.412 1.746 0.945
C -2.398 1.010 0.281
N -1.217 0.603 0.844
C -1.107 0.313 2.170
C -2.217 -0.066 2.971
C -2.149 -0.025 4.339
C -0.965 0.357 4.983
C -0.912 0.465 6.475
C 0.178 0.536 4.203
C 0.160 0.449 2.822
P 1.670 0.389 1.786
C 3.018 1.349 2.650
C 3.598 0.836 3.969
C 2.569 2.811 2.752
C 2.104 -1.407 2.075
C 1.027 -2.301 1.464
C 3.478 -1.697 1.477
H -3.240 -3.215 -1.135
H -3.396 -2.260 -2.604
H -3.710 -1.515 -1.030
H -1.295 -1.969 -0.389
H -1.097 -2.952 -3.282
H -0.790 -3.864 -1.810
H 0.300 -2.562 -2.268
H -1.581 1.342 -3.637
H 0.602 -0.714 -4.240
H 0.854 0.940 -3.660
H 0.169 0.664 -5.260
H -1.793 -1.545 -4.641
H -2.260 -0.083 -5.496
H -3.178 -0.601 -4.081
H -3.728 1.209 -2.873
H -5.955 2.044 -2.834
H -5.844 3.569 -1.946
H -6.777 2.237 -1.279
H -5.254 2.791 0.774
H -3.278 2.006 1.984
H -3.127 -0.385 2.481
H -3.021 -0.279 4.929
H -1.825 0.915 6.863
H -0.058 1.054 6.803
H -0.825 -0.528 6.923
H 1.117 0.713 4.709
H 3.814 1.301 1.899
H 3.005 1.157 4.825
H 4.603 1.240 4.104
H 3.680 -0.250 3.996
H 1.693 2.906 3.396
H 2.310 3.210 1.768
H 3.369 3.428 3.162
H 2.132 -1.549 3.160
H 0.865 -2.029 0.420
H 0.086 -2.216 2.011
H 1.344 -3.345 1.499
H 3.464 -1.548 0.397
H 3.757 -2.733 1.671
H 4.254 -1.060 1.904
O 1.614 4.940 -2.933
C 1.183 3.905 -3.003
F 6.085 -1.698 -3.887
C 4.935 -1.413 -3.286
C 4.140 -2.421 -2.763
F 4.540 -3.687 -2.851
C 2.942 -2.128 -2.141
F 2.246 -3.141 -1.604
C 2.445 -0.812 -2.004
O 1.332 -0.526 -1.393
C 3.306 0.168 -2.542
F 2.938 1.467 -2.411
C 4.506 -0.102 -3.163
F 5.248 0.893 -3.642
```


A molecular structure, C33H40N4P2Pt, computed with ωB97M-V/def2-TZVPD.

Computed properties:
HOMO (spin up / spin down): -0.2418 / -0.2536 hartree
LUMO level (spin up / spin down): -0.030 / -0.045 Eh
multiplicity: 3
ΔE to the lowest compared entry with this formula, charge and spin: 614.56 kJ/mol

```
80
C33H40N4P2Pt | the OMol25 dataset | ωB97M-V/def2-TZVPD
Pt -0.571 0.970 -3.289
C -1.778 1.075 -5.232
C -1.099 -0.146 -5.549
C 0.117 -0.172 -6.404
C 1.027 1.010 -6.010
C 0.997 1.508 -4.572
C 0.350 2.741 -4.169
C -0.737 3.437 -4.912
C -1.597 2.459 -5.759
C 0.782 1.822 -1.781
H -2.838 0.809 -5.405
H -1.731 -1.042 -5.771
H -0.209 -0.056 -7.456
H 0.575 -1.197 -6.459
H 2.040 0.673 -6.254
H 0.754 1.861 -6.653
H 2.011 1.339 -4.129
H 1.007 3.399 -3.632
H -0.358 4.254 -5.548
H -1.336 4.009 -4.182
H -2.609 2.888 -5.800
H -1.243 2.479 -6.800
H 0.410 2.853 -1.888
H 1.869 1.715 -1.868
H 0.553 1.507 -0.760
P 1.594 -0.921 -2.728
P -1.893 -1.071 -3.226
N 3.367 -0.214 -3.428
N 2.335 -1.945 -1.584
N -3.754 0.485 -3.454
N -2.884 -1.900 -2.035
C 0.781 -2.158 -3.839
C -0.731 -2.438 -3.616
C 3.952 1.052 -3.220
C 5.326 1.020 -3.514
C 5.588 -0.307 -3.942
C 4.391 -1.030 -3.888
C 2.831 -1.495 -0.336
C 3.861 -2.354 0.078
C 4.022 -3.329 -0.966
C 3.121 -3.060 -1.960
C -3.390 1.795 -3.352
C -4.453 2.666 -3.637
C -5.495 1.803 -4.078
C -5.034 0.473 -3.954
C -4.210 -1.681 -1.639
C -4.464 -2.328 -0.434
C -3.240 -2.975 -0.062
C -2.281 -2.675 -1.025
H 1.321 -3.112 -3.788
H 0.936 -1.769 -4.860
H -1.191 -2.804 -4.554
H -0.884 -3.229 -2.878
H 3.392 1.892 -2.857
H 6.048 1.839 -3.383
H 6.571 -0.700 -4.240
H 4.220 -2.095 -4.096
H 2.377 -0.647 0.129
H 4.431 -2.285 0.984
H 4.756 -4.137 -0.998
H 2.919 -3.567 -2.905
H -2.384 2.144 -3.100
H -4.432 3.743 -3.498
H -6.462 2.108 -4.459
H -5.568 -0.457 -4.152
H -4.859 -1.091 -2.231
H -5.388 -2.325 0.130
H -3.071 -3.513 0.850
H -1.245 -2.959 -1.083
C -2.723 0.471 1.266
C -1.698 -0.372 0.841
C -1.097 -0.132 -0.395
C -1.546 0.910 -1.214
C -2.438 1.850 -0.698
C -3.076 1.601 0.531
H -3.238 0.238 2.177
H -1.357 -1.222 1.440
H -0.235 -0.731 -0.714
H -2.650 2.797 -1.203
H -3.879 2.267 0.867
```


A molecular structure, C33H41AlN6P2Se, computed with ωB97M-V/def2-TZVPD.

Computed properties:
charge: +2
HOMO: -0.4964 hartree
LUMO level: -0.214 Eh
ΔE to the lowest compared entry with this formula, charge and spin: 3.63 kJ/mol

```
84
C33H41AlN6P2Se | the OMol25 dataset | ωB97M-V/def2-TZVPD
Al -0.372 -0.531 0.875
C 3.249 -1.020 0.622
P 1.816 -0.693 -0.448
C 2.124 1.046 -0.962
N 3.362 1.339 -1.282
C 3.653 2.613 -1.616
C 4.976 2.959 -1.992
C 5.255 4.248 -2.325
C 4.244 5.251 -2.287
C 2.971 4.950 -1.916
C 2.648 3.611 -1.578
N 1.389 3.299 -1.207
C 1.115 2.047 -0.924
P -0.601 1.704 -0.363
C -0.897 3.084 0.781
C -1.739 2.026 -1.797
C -1.379 1.091 -2.945
C -3.172 1.730 -1.342
C -1.646 3.485 -2.255
C 2.076 -1.777 -1.937
C 3.509 -1.648 -2.461
C 1.817 -3.230 -1.527
C 1.081 -1.385 -3.023
H 4.125 -0.568 0.158
H 3.407 -2.093 0.723
H 3.090 -0.586 1.608
H 5.730 2.186 -2.003
H 6.258 4.524 -2.619
H 4.503 6.266 -2.555
H 2.193 5.699 -1.870
H -0.448 3.980 0.352
H -0.442 2.872 1.747
H -1.966 3.244 0.912
H -1.468 0.044 -2.653
H -0.370 1.270 -3.317
H -2.070 1.263 -3.773
H -3.326 0.669 -1.140
H -3.854 2.012 -2.146
H -3.461 2.304 -0.462
H -0.626 3.790 -2.480
H -2.055 4.171 -1.514
H -2.242 3.589 -3.164
H 4.230 -2.104 -1.783
H 3.804 -0.615 -2.633
H 3.569 -2.183 -3.411
H 2.429 -3.544 -0.681
H 2.080 -3.876 -2.368
H 0.767 -3.409 -1.293
H 1.240 -0.367 -3.376
H 0.050 -1.481 -2.677
H 1.205 -2.053 -3.877
N -2.546 -2.619 -0.144
C -3.148 -1.531 0.483
C -4.539 -1.428 0.505
C -5.114 -0.403 1.218
C -4.301 0.505 1.901
C -2.946 0.372 1.786
N -2.365 -0.618 1.060
C -1.430 -3.271 0.370
C -1.346 -4.662 0.298
C -0.287 -5.293 0.903
C 0.678 -4.536 1.574
C 0.558 -3.175 1.553
N -0.470 -2.536 0.936
H -3.196 -3.231 -0.615
H -5.143 -2.170 0.001
H -6.191 -0.321 1.268
H -4.718 1.301 2.499
H -2.260 1.053 2.275
H -2.129 -5.225 -0.192
H -0.219 -6.373 0.881
H 1.507 -4.999 2.088
H 1.281 -2.529 2.037
Se 0.565 0.326 2.825
C -0.593 -0.336 4.200
C -1.366 -1.484 4.074
C -2.146 -1.874 5.153
N -2.194 -1.216 6.305
C -1.447 -0.122 6.411
C -0.635 0.367 5.394
H -1.373 -2.073 3.168
H -2.760 -2.766 5.085
H -1.498 0.401 7.358
H -0.055 1.266 5.543
```


A molecular structure, C33H41BCrN13OSTe, computed with ωB97M-V/def2-TZVPD.

Computed properties:
charge: +2
HOMO (spin up / spin down): -0.4992 / -0.4992 hartree
LUMO level (spin up / spin down): -0.261 / -0.242 Eh
multiplicity: 2
ΔE to the lowest compared entry with this formula, charge and spin: 71.01 kJ/mol

```
92
C33H41BCrN13OSTe | the OMol25 dataset | ωB97M-V/def2-TZVPD
Cr -0.630 -0.189 0.359
C -0.611 -4.143 -1.120
C -0.196 -3.193 -0.197
N -0.734 -2.007 -0.489
N -1.468 -2.166 -1.604
C -1.415 -3.441 -2.002
B -1.940 -0.929 -2.389
N -2.885 -0.142 -1.483
C -4.128 0.291 -1.708
C -4.601 0.880 -0.547
C -3.556 0.760 0.358
N -2.520 0.147 -0.226
N -0.661 -0.088 -2.567
C 0.018 0.173 -3.687
C 1.222 0.767 -3.343
C 1.196 0.822 -1.956
N 0.049 0.311 -1.500
H -0.357 -5.182 -1.150
H 0.488 -3.298 0.623
H -1.931 -3.778 -2.879
H -2.433 -1.216 -3.418
H -4.598 0.169 -2.663
H -5.559 1.331 -0.389
H -3.521 1.073 1.386
H -0.382 -0.072 -4.651
H 1.998 1.104 -3.998
H 1.933 1.218 -1.280
C 0.099 3.534 -0.558
C -0.487 3.085 0.726
N -0.684 1.847 1.170
C -1.287 1.988 2.399
C -1.438 3.300 2.700
N -0.926 3.987 1.636
C -0.769 5.425 1.582
N 0.617 5.772 1.603
N 1.173 6.492 0.601
N 2.400 6.658 0.812
C 2.752 6.039 1.982
C 3.973 5.928 2.645
C 3.988 5.193 3.809
C 2.830 4.585 4.315
C 1.609 4.696 3.685
C 1.586 5.440 2.512
H 0.065 2.747 -1.302
H 1.135 3.855 -0.431
H -0.453 4.393 -0.936
H -1.589 1.149 2.990
H -1.868 3.789 3.552
H -1.302 5.851 2.439
H -1.188 5.838 0.660
H 4.850 6.414 2.250
H 4.908 5.091 4.366
H 2.896 4.028 5.239
H 0.720 4.247 4.101
C 3.254 -1.466 4.779
C 2.960 0.008 5.030
C 2.181 0.659 3.885
N 3.038 0.850 2.733
C 2.912 0.251 1.565
S 1.602 -0.791 1.206
N 3.850 0.411 0.609
C 5.008 1.266 0.576
O 5.281 1.768 -0.475
C 5.773 1.394 1.831
C 6.102 0.259 2.581
C 6.919 0.383 3.690
C 7.392 1.632 4.070
C 7.069 2.758 3.327
C 6.278 2.642 2.198
H 3.932 -1.837 5.543
H 3.722 -1.614 3.808
H 2.341 -2.058 4.814
H 3.899 0.551 5.156
H 2.388 0.122 5.951
H 1.799 1.639 4.188
H 1.348 0.025 3.576
H 3.914 1.342 2.906
H 3.616 0.044 -0.308
H 5.747 -0.715 2.270
H 7.198 -0.497 4.251
H 8.028 1.724 4.938
H 7.451 3.725 3.616
H 6.037 3.505 1.594
C -1.198 -0.829 4.603
Te -1.797 -1.517 2.622
C -0.843 -3.424 2.925
H -2.085 -0.751 5.224
H -0.696 0.132 4.577
H -0.528 -1.569 5.029
H 0.234 -3.353 2.794
H -1.269 -4.130 2.218
H -1.076 -3.754 3.934
```


Computed values of strongest force on any atom (unit: eV/Å) for the preceding records, in sequence: 0.838; 1.033; 4.401; 0.545; 1.241.